Entry from the Open Molecules 2025 dataset: 2 unconnected molecules or ions with the total composition C3H3NO3 at a distorted geometry (ωB97M-V with the def2-TZVPD basis set).

Calculated values
Energy, Ha: -396.53988
Charge: 0
Relative energy (zero: lowest compared OMol25 entry of this formula, charge and spin), kcal/mol: 53.1
HOMO, eV: -9.63

Positions of all 10 atoms, in Å:
N1 -0.33 -1.18 -1.02
C1 -0.09 -0.22 -0.16
O1 -1.06 -0.26 0.80
C2 -0.90 0.72 1.75
O2 -1.64 0.83 2.67
C3 2.16 0.49 -1.66
O3 2.67 1.39 -1.18
H1 -1.11 -1.83 -0.95
H2 -0.01 1.34 1.54
H3 0.31 -1.28 -1.80


Entry from the Open Molecules 2025 dataset: C3H3NO3S in the gas phase at a distorted geometry (ωB97M-V with the def2-TZVPD basis set).

Calculated values
SMILES string: Oc1cn(O)oc1=S
Energy, Ha: -794.59701
Charge: 0
Relative energy (zero: lowest compared OMol25 entry of this formula, charge and spin), kcal/mol: 133.8
HOMO, eV: -8.79

Positions of all 11 atoms, in Å:
O1 0.78 -1.66 1.56
C1 0.17 -0.72 0.71
C2 0.83 -0.06 -0.22
N1 -0.06 0.53 -1.09
O2 0.06 2.03 -1.43
O3 -1.40 0.41 -0.42
C3 -1.29 -0.43 0.66
S1 -2.66 -0.97 1.46
H1 1.81 -1.41 1.65
H2 1.94 0.23 -0.42
H3 -0.19 2.03 -2.46


Entry from the Open Molecules 2025 dataset: C3H3NOS in the gas phase at a distorted geometry (ωB97M-V with the def2-TZVPD basis set).

Calculated values
SMILES string: S=c1[nH]cco1
Energy, Ha: -644.23404
Charge: 0
Relative energy (zero: lowest compared OMol25 entry of this formula, charge and spin), kcal/mol: 33.2
HOMO, eV: -8.24

Positions of all 9 atoms, in Å:
S1 1.98 -0.01 0.04
C1 0.39 0.12 -0.02
N1 -0.61 1.14 -0.02
C2 -1.90 0.55 0.06
C3 -1.67 -0.82 -0.09
O1 -0.34 -1.07 -0.07
H1 -0.43 2.22 -0.21
H2 -2.77 1.14 0.20
H3 -2.45 -1.67 0.48


Entry from the Open Molecules 2025 dataset: C3H3NOS2 in the gas phase at a distorted geometry (ωB97M-V with the def2-TZVPD basis set).

Calculated values
SMILES string: O=CN(C=S)C=S
Energy, Ha: -1042.37599
Charge: 0
Relative energy (zero: lowest compared OMol25 entry of this formula, charge and spin), kcal/mol: 77.0
HOMO, eV: -9.28

Positions of all 10 atoms, in Å:
O1 -0.62 0.28 1.90
C1 -0.52 -0.38 0.91
N1 -0.06 0.21 -0.21
C2 1.12 0.89 -0.17
S1 2.31 0.77 1.23
C3 -0.65 -0.09 -1.40
S2 -1.97 -1.21 -1.68
H1 -0.71 -1.52 0.71
H2 1.37 1.62 -1.06
H3 -0.47 0.71 -2.16


Entry from the Open Molecules 2025 dataset: C3H3NOS2 in the gas phase at a distorted geometry (ωB97M-V with the def2-TZVPD basis set).

Calculated values
Energy, Ha: -1042.37837
Charge: 0
Relative energy (zero: lowest compared OMol25 entry of this formula, charge and spin), kcal/mol: 75.5
HOMO (spin up / spin down), eV: -7.34 / -7.19

Positions of all 10 atoms, in Å:
C1 1.30 1.43 -0.10
C2 3.06 -0.32 -0.30
C3 -0.75 -0.16 -0.69
N1 2.01 0.28 -0.39
O1 3.99 -1.05 -0.25
S1 -0.33 1.42 -0.20
S2 -2.42 -0.57 -0.48
H1 1.85 2.19 0.39
H2 -0.08 -0.74 -1.23
H3 -2.37 0.27 0.52


Entry from the Open Molecules 2025 dataset: C3H3NS2 in the gas phase at a distorted geometry (ωB97M-V with the def2-TZVPD basis set).

Calculated values
SMILES string: CC(=S)SC#N
Energy, Ha: -967.18451
Charge: 0
Relative energy (zero: lowest compared OMol25 entry of this formula, charge and spin), kcal/mol: 19.7
HOMO, eV: -9.60

Positions of all 9 atoms, in Å:
C1 0.63 -0.38 -0.73
C2 -0.45 -1.09 -0.04
S1 -1.11 -2.50 -0.21
S2 -1.20 0.18 1.51
C3 -0.51 1.65 1.19
N1 -0.08 2.70 1.05
H1 0.99 0.48 -0.15
H2 1.46 -1.05 -0.93
H3 0.27 0.01 -1.68


Entry from the Open Molecules 2025 dataset: a molecular structure, C3H3NS2 at a distorted geometry (ωB97M-V with the def2-TZVPD basis set).

Calculated values
Energy, Ha: -967.14231
Charge: 0
Relative energy (zero: lowest compared OMol25 entry of this formula, charge and spin), kcal/mol: 46.2
HOMO, eV: -9.32

Positions of all 9 atoms, in Å:
C1 1.10 0.62 -1.35
C2 0.28 0.16 0.41
C3 -0.98 -0.57 0.09
N1 1.63 0.81 -2.34
S1 0.42 1.53 1.51
S2 1.45 -0.27 1.63
H1 -0.79 -1.65 0.09
H2 -1.37 -0.28 -0.89
H3 -1.74 -0.34 0.84


Entry from the Open Molecules 2025 dataset: 2 unconnected molecules or ions with the total composition C3H3NS2 at a distorted geometry (ωB97M-V with the def2-TZVPD basis set).

Calculated values
Energy, Ha: -967.06390
Charge: 0
Relative energy (zero: lowest compared OMol25 entry of this formula, charge and spin), kcal/mol: 95.4
HOMO (spin up / spin down), eV: -7.14 / -7.31

Positions of all 9 atoms, in Å:
C1 -0.81 0.94 -0.12
C2 -1.54 0.85 -1.21
C3 1.63 -0.51 1.26
N1 -0.24 0.89 0.92
S1 2.92 0.23 1.65
S2 0.66 -1.58 0.53
H1 -2.60 0.36 -1.18
H2 -1.46 1.45 -1.99
H3 1.46 -2.62 0.14


Entry from the Open Molecules 2025 dataset: C3H3NS4 in the gas phase (ωB97M-V with the def2-TZVPD basis set).

Calculated values
SMILES string: S=CNSC(=S)C=S
Energy, Ha: -1763.56027
Charge: 0
Relative energy (zero: lowest compared OMol25 entry of this formula, charge and spin), kcal/mol: 20.9
HOMO, eV: -8.97

Positions of all 11 atoms, in Å:
S1 -1.92 -0.96 -1.20
C1 -1.86 -0.11 0.19
N1 -0.89 -0.14 1.14
S2 0.43 -1.19 1.14
C2 1.47 -0.63 -0.15
S3 2.78 -1.52 -0.53
C3 1.24 0.67 -0.85
S4 1.09 2.10 -0.11
H1 -2.66 0.59 0.44
H2 -0.91 0.57 1.87
H3 1.24 0.61 -1.94


Entry from the Open Molecules 2025 dataset: a molecular structure, C3H3O2Rb (ωB97M-V with the def2-TZVPD basis set).

Calculated values
2S+1: 2
Energy, Ha: -290.42006
Charge: -1
Relative energy (zero: lowest compared OMol25 entry of this formula, charge and spin), kcal/mol: 24.1
HOMO (spin up / spin down), eV: -1.85 / -1.93

Positions of all 9 atoms, in Å:
C1 0.30 -2.02 0.75
C2 -0.68 -1.16 0.61
O1 -0.28 0.34 0.81
C3 -0.99 1.28 0.40
Rb1 2.87 -0.34 0.91
H1 -0.06 -3.05 0.60
H2 -1.74 -1.15 0.36
O2 0.49 2.62 -2.15
H3 0.09 3.49 -2.30


Entry from the Open Molecules 2025 dataset: a gas-phase ion, C3H3O2S (charge -1) at a distorted geometry (ωB97M-V with the def2-TZVPD basis set).

Calculated values
SMILES string: CC(=O)C([O-])=S
Energy, Ha: -664.81958
Charge: -1
Relative energy (zero: lowest compared OMol25 entry of this formula, charge and spin), kcal/mol: 9.9
HOMO, eV: -3.48

Positions of all 9 atoms, in Å:
C1 -0.96 0.24 -0.63
C2 -0.04 0.23 0.56
O1 -0.45 0.67 1.72
C3 1.32 -0.30 0.37
O2 2.05 0.10 -0.52
S1 1.52 -1.77 1.28
H1 -0.79 1.26 -0.93
H2 -0.57 -0.43 -1.49
H3 -2.07 0.00 -0.35


Entry from the Open Molecules 2025 dataset: a gas-phase ion, C3H3O2S (charge -1) at a distorted geometry (ωB97M-V with the def2-TZVPD basis set).

Calculated values
SMILES string: CC(=O)C([O-])=S
Energy, Ha: -664.81998
Charge: -1
Relative energy (zero: lowest compared OMol25 entry of this formula, charge and spin), kcal/mol: 9.7
HOMO, eV: -3.50

Positions of all 9 atoms, in Å:
C1 -0.05 -0.33 0.13
C2 -1.52 -0.70 -0.38
O1 -1.51 -1.26 -1.46
C3 -3.00 -0.24 0.27
O2 -3.45 -1.01 1.07
S1 -3.43 1.25 -0.30
H1 0.11 -0.60 1.27
H2 0.69 -0.99 -0.44
H3 0.20 0.74 -0.06


Entry from the Open Molecules 2025 dataset: 2 unconnected molecules or ions with the total composition C3H3O3 at a distorted geometry (ωB97M-V with the def2-TZVPD basis set).

Calculated values
Energy, Ha: -341.83820
Charge: -1
Relative energy (zero: lowest compared OMol25 entry of this formula, charge and spin), kcal/mol: 41.1
HOMO, eV: -2.63

Positions of all 9 atoms, in Å:
C1 0.04 0.71 -0.40
C2 -1.83 -0.44 -0.13
C3 1.22 0.00 0.20
O1 -2.33 -0.46 0.97
O2 0.13 1.81 -0.96
O3 -1.88 -1.06 -1.18
H1 1.32 -1.07 0.16
H2 1.04 0.12 1.22
H3 2.28 0.39 0.11


Entry from the Open Molecules 2025 dataset: a gas-phase ion, C3H3O3P (charge -2) at a distorted geometry (ωB97M-V with the def2-TZVPD basis set).

Calculated values
SMILES string: C=CP([O-])([O-])=C=O
Energy, Ha: -683.02564
Charge: -2
Relative energy (zero: lowest compared OMol25 entry of this formula, charge and spin), kcal/mol: 69.2
HOMO, eV: 2.61

Positions of all 10 atoms, in Å:
C1 -1.63 0.47 -0.63
C2 -0.54 -0.18 -1.06
P1 0.90 0.00 0.34
O1 1.98 0.93 -0.15
O2 -0.01 0.86 1.16
C3 1.81 -0.84 1.59
O3 2.15 -2.02 1.45
H1 -2.57 0.70 -1.21
H2 -1.71 0.78 0.53
H3 -0.40 -0.70 -2.03


Entry from the Open Molecules 2025 dataset: 2 unconnected molecules or ions with the total composition C3H3O3S at a distorted geometry (ωB97M-V with the def2-TZVPD basis set).

Calculated values
Energy, Ha: -740.00973
Charge: -1
Relative energy (zero: lowest compared OMol25 entry of this formula, charge and spin), kcal/mol: 41.1
HOMO, eV: -2.40

Positions of all 10 atoms, in Å:
C1 4.32 0.54 -0.02
C2 2.16 -0.44 0.17
C3 -0.21 0.17 -0.18
O1 4.59 0.08 -1.05
O2 4.45 1.08 1.01
O3 1.15 0.41 0.18
S1 2.15 -2.12 -0.15
H1 -0.44 -0.91 -0.54
H2 -0.56 0.73 -1.12
H3 -0.81 0.52 0.74


Entry from the Open Molecules 2025 dataset: a molecular structure, C3H3O3V at a distorted geometry (ωB97M-V with the def2-TZVPD basis set).

Calculated values
2S+1: 5
Energy, Ha: -1285.56263
Charge: 0
Relative energy (zero: lowest compared OMol25 entry of this formula, charge and spin), kcal/mol: 118.8
HOMO (spin up / spin down), eV: -8.45 / -8.98

Positions of all 10 atoms, in Å:
H1 -0.15 3.01 -0.16
O1 2.02 0.42 0.11
C1 1.85 -0.83 0.18
C2 0.60 -1.51 0.06
O2 -0.34 -0.50 -0.30
C3 -1.61 -0.88 -0.05
O3 -2.29 0.23 -0.11
V1 0.38 1.44 -0.23
H2 2.74 -1.46 0.30
H3 -3.19 0.08 0.20


Entry from the Open Molecules 2025 dataset: a molecular structure, C3H3O4Rb at a distorted geometry (ωB97M-V with the def2-TZVPD basis set).

Calculated values
Energy, Ha: -441.08489
Charge: 0
Relative energy (zero: lowest compared OMol25 entry of this formula, charge and spin), kcal/mol: 55.0
HOMO, eV: -6.09

Positions of all 11 atoms, in Å:
H1 -1.78 -0.98 -0.32
C1 -0.99 -0.91 0.45
C2 -0.49 0.33 0.66
O1 -0.86 1.37 -0.23
C3 0.02 1.85 -1.06
O2 -0.04 2.89 -1.66
Rb1 2.10 -4.70 1.12
O3 -0.46 -2.02 0.85
H2 0.19 0.63 1.46
O4 1.17 1.00 -1.06
H3 1.15 0.54 -0.21


Entry from the Open Molecules 2025 dataset: a molecular structure, C3H3O4Zn at a distorted geometry (ωB97M-V with the def2-TZVPD basis set).

Calculated values
2S+1: 2
Energy, Ha: -2195.51185
Charge: +2
Relative energy (zero: lowest compared OMol25 entry of this formula, charge and spin), kcal/mol: 80.5
HOMO (spin up / spin down), eV: -17.88 / -17.79

Positions of all 11 atoms, in Å:
O1 2.89 -1.12 0.85
C1 1.69 -1.07 0.80
C2 0.98 0.01 0.01
H1 1.02 -1.70 1.44
H2 1.23 0.99 0.46
H3 1.32 0.01 -1.03
O2 -0.43 -0.28 0.05
C3 -1.29 0.58 -0.35
O3 -0.93 1.78 -0.63
O4 -2.50 0.33 -0.39
Zn1 -3.98 0.47 -1.21


Entry from the Open Molecules 2025 dataset: a gas-phase ion, C3H3O5S (charge -1) at a distorted geometry (ωB97M-V with the def2-TZVPD basis set).

Calculated values
Energy, Ha: -890.39601
Charge: -1
Relative energy (zero: lowest compared OMol25 entry of this formula, charge and spin), kcal/mol: 105.7
HOMO, eV: -4.73

Positions of all 12 atoms, in Å:
C1 0.87 -1.01 -1.66
C2 -0.93 -0.33 2.02
C3 -0.92 -1.05 0.86
O1 1.04 1.38 0.04
O2 -0.40 0.89 1.92
O3 -1.42 1.50 -0.40
O4 0.11 0.04 -1.70
O5 1.65 -1.37 -2.50
S1 -0.44 0.59 0.09
H1 0.57 -1.57 -0.66
H2 -1.34 -0.87 2.87
H3 1.21 1.79 -0.88


Entry from the Open Molecules 2025 dataset: C3H3OP in the gas phase at a distorted geometry (ωB97M-V with the def2-TZVPD basis set).

Calculated values
Energy, Ha: -532.49823
Charge: 0
Relative energy (zero: lowest compared OMol25 entry of this formula, charge and spin), kcal/mol: 115.5
HOMO (spin up / spin down), eV: -8.68 / -8.25

Positions of all 8 atoms, in Å:
C1 -0.60 1.11 -0.29
C2 0.64 1.27 -0.52
C3 -1.07 -0.21 -0.66
O1 0.53 -1.32 1.01
P1 -0.71 -1.65 -0.05
H1 -1.34 1.80 0.15
H2 1.63 1.12 -0.89
H3 0.93 -2.12 1.26